*i*
The following is a DFT calculation (ωB97M-V/def2-TZVPD) of C9H12N2O as an isolated structure.

Geometry as XYZ:
```
24
Properties=species:S:1:pos:R:3:mulliken_charge:R:1
C -0.848 -2.644 0.107 -0.635
C -1.637 -1.434 -0.015 -0.330
C 0.572 -2.472 0.094 -0.364
C -0.954 -0.216 -0.262 0.593
C 0.474 -0.286 -0.241 0.347
C 1.368 0.908 -0.392 0.057
C -2.815 1.302 0.541 -1.203
C -1.720 1.028 -0.581 -0.560
C 2.948 0.673 0.709 -0.480
N 1.222 -1.413 -0.182 -0.382
N 1.184 1.904 -1.128 -0.611
O 3.842 -0.064 -0.106 -0.518
H -1.479 -3.523 0.368 0.322
H -2.694 -1.309 -0.063 0.383
H 1.174 -3.353 0.247 0.413
H -3.048 2.355 0.471 0.390
H -2.176 1.020 1.367 0.388
H -3.690 0.678 0.436 0.279
H -1.133 1.921 -0.533 0.296
H -2.127 1.095 -1.614 0.378
H 3.320 1.654 0.697 0.346
H 2.953 0.387 1.759 0.246
H 1.875 2.597 -1.269 0.242
H 3.387 -0.806 -0.408 0.403
```

Values from the calculation:
E_HOMO = -8.67 eV
spin multiplicity = 1
gap between HOMO and LUMO = 8.9 eV

***

*ii*
The following is a DFT calculation (ωB97M-V/def2-TZVPD) of one molecule with the formula C9H12N2O.

Geometry as XYZ:
```
24
Properties=species:S:1:pos:R:3:mulliken_charge:R:1
C -4.634 0.830 0.064 0.436
C -3.611 0.111 -0.458 -0.081
C -0.066 0.514 -0.173 -1.324
C -1.612 -1.265 -0.027 0.719
C -1.688 -2.756 0.096 -1.206
C 2.259 -0.466 0.344 -1.739
C 1.568 1.853 1.024 -1.649
C 1.864 1.298 -1.402 -1.656
C 1.418 0.754 -0.037 2.438
N -5.562 1.473 0.321 -0.393
N -2.649 -0.544 -0.124 -0.087
O -0.338 -0.769 0.034 -0.020
H -2.482 -3.054 0.777 0.346
H -1.881 -3.210 -0.877 0.272
H -0.734 -3.122 0.468 0.323
H 2.154 -1.254 -0.398 0.362
H 3.309 -0.188 0.406 0.435
H 1.948 -0.859 1.311 0.371
H 2.621 2.088 1.166 0.408
H 1.040 2.751 0.714 0.409
H 1.153 1.524 1.976 0.406
H 1.274 2.171 -1.670 0.413
H 2.914 1.578 -1.360 0.409
H 1.735 0.543 -2.175 0.408
```

Values from the calculation:
E_HOMO = -8.17 eV
spin multiplicity = 1
gap between HOMO and LUMO = 7.9 eV

***

Least stable of them? *ii*.

***

*i*
The following is a DFT calculation (ωB97M-V/def2-TZVPD) of an isolated ion of composition C6H12N3O2 and charge +1.

Geometry as XYZ:
```
23
Properties=species:S:1:pos:R:3:mulliken_charge:R:1
N -2.387 0.976 -0.381 -0.240
C -1.357 0.453 -0.988 0.567
N -0.061 0.809 -0.924 0.228
C 0.490 1.230 0.390 -0.703
C 1.406 0.189 1.074 -0.269
O 1.563 0.496 2.446 -0.307
C 1.089 -0.484 3.275 0.165
O 0.701 -0.237 4.320 -0.335
C 0.645 -0.232 -1.693 -0.780
C -0.290 -1.426 -1.507 -0.269
N -1.561 -0.701 -1.827 -0.524
H -3.276 0.959 -0.866 0.285
H -2.329 1.319 0.570 0.224
H -0.335 1.453 1.075 0.276
H 1.050 2.158 0.241 0.200
H 2.376 0.206 0.566 0.229
H 0.974 -0.812 0.950 0.271
H 1.078 -1.544 2.952 0.369
H 0.550 -0.031 -2.774 0.320
H 1.721 -0.367 -1.582 0.336
H -0.098 -2.342 -2.063 0.389
H -0.441 -1.657 -0.445 0.277
H -1.507 -0.414 -2.809 0.291
```

Values from the calculation:
E_HOMO = -13.96 eV
charge = +1
spin multiplicity = 1
gap between HOMO and LUMO = 9.8 eV
SMILES = NC1=[N+](CCOC=O)CCN1

***

*ii*
The following is a DFT calculation (ωB97M-V/def2-TZVPD) of an isolated ion of composition C6H12N3O2 and charge +1.

Geometry as XYZ:
```
23
Properties=species:S:1:pos:R:3:mulliken_charge:R:1
C -1.724 1.155 1.281 -0.592
O -1.414 0.013 0.423 -0.369
C -0.449 0.128 -0.553 -0.201
N 0.101 -1.258 -0.759 -0.200
C 1.081 -1.668 0.015 0.723
N 1.822 -2.707 -0.300 -0.337
C 1.564 -0.794 1.088 -0.923
C 1.646 0.656 0.589 0.683
O 2.595 1.329 0.834 -0.570
N 0.637 1.049 -0.231 0.042
C 0.792 2.359 -0.868 -0.931
H -2.587 0.867 2.016 0.273
H -1.868 2.096 0.781 0.278
H -0.828 1.308 1.927 0.269
H -0.861 0.395 -1.586 0.375
H 0.062 -1.558 -1.735 0.322
H 2.569 -3.052 0.283 0.242
H 1.517 -3.404 -0.878 0.224
H 2.469 -1.207 1.512 0.357
H 0.831 -0.615 1.791 0.370
H 0.874 2.218 -2.012 0.304
H -0.200 2.872 -0.831 0.314
H 1.567 2.939 -0.367 0.345
```

Values from the calculation:
E_HOMO = -13.69 eV
charge = +1
spin multiplicity = 1
gap between HOMO and LUMO = 10.0 eV
SMILES = CO[C@@H]1NC(=[NH2+])CC(=O)N1C

***

Least stable of them? *i*.

***

*i*
The following is a DFT calculation (ωB97M-V/def2-TZVPD) of C16H32LiN2O10 as an isolated structure.

Geometry as XYZ:
```
61
Properties=species:S:1:pos:R:3:mulliken_charge:R:1
C 3.095 -1.229 1.565 -1.163
C 1.626 -0.943 1.765 -0.322
N 1.033 -1.619 2.875 0.507
C 1.139 -3.108 2.870 -0.934
C 1.589 -1.075 4.182 -0.569
C 1.489 0.414 4.509 -0.981
C -0.410 -1.179 2.916 -0.325
C -1.251 -1.833 1.799 -0.452
O -2.567 -1.490 2.001 -0.421
C -3.537 -1.774 0.860 -1.602
H 3.612 -2.384 1.598 0.242
H 3.726 -0.787 2.299 0.394
H 3.308 -0.692 0.628 0.089
H 0.988 -1.394 0.878 0.323
H 1.710 -0.016 1.948 0.262
H 2.096 -3.398 3.255 0.436
H 1.165 -3.601 1.732 0.272
H 0.336 -3.518 3.425 0.404
H 2.745 -1.466 4.174 0.413
H 1.101 -1.402 4.961 0.677
H 0.419 0.772 4.692 0.233
H 1.930 0.963 3.620 0.220
H 2.131 0.928 5.303 0.396
H -0.590 -0.100 2.682 -0.128
H -0.977 -1.346 3.841 0.542
H -1.319 -2.815 1.775 0.647
H -0.882 -1.328 0.727 -0.005
H -3.845 -2.639 0.362 0.516
H -3.284 -1.155 0.120 0.328
H -4.335 -1.543 1.050 0.926
Li -2.748 2.726 2.604 0.913
N -1.061 1.827 0.856 1.214
O -0.791 2.137 2.087 -0.927
O -0.352 1.075 0.175 -0.373
O -2.295 1.931 0.677 -0.725
C 3.219 2.136 -4.592 -1.316
C 3.030 1.638 -3.138 0.327
C 1.894 0.600 -2.890 0.263
O 2.609 -0.425 -2.229 -0.306
C 3.919 -0.182 -2.180 0.667
O 4.743 -1.027 -1.698 -0.660
O 4.157 0.924 -2.651 -0.314
H 3.994 2.881 -4.726 0.403
H 2.241 2.643 -5.018 0.285
H 3.768 1.456 -5.266 0.366
H 3.092 2.489 -2.380 0.274
H 1.389 0.312 -3.871 0.207
H 1.034 0.970 -2.244 -0.152
C -4.279 2.205 -1.932 -1.314
C -3.491 1.736 -3.183 0.306
C -2.138 1.076 -2.864 -0.019
O -2.175 -0.081 -3.671 -0.335
C -3.400 -0.263 -4.173 0.597
O -3.824 -1.289 -4.743 -0.573
O -4.194 0.757 -3.685 -0.380
H -5.226 2.489 -2.303 0.439
H -4.058 3.325 -1.519 0.250
H -4.201 1.555 -1.161 0.280
H -3.574 2.490 -3.864 0.401
H -1.952 0.854 -1.701 -0.211
H -1.546 1.804 -3.132 0.492
```

Values from the calculation:
E_HOMO = -12.39 eV
charge = +1
spin multiplicity = 1
gap between HOMO and LUMO = 8.8 eV

***

*ii*
The following is a DFT calculation (ωB97M-V/def2-TZVPD) of C16H32LiN2O10 as an isolated structure.

Geometry as XYZ:
```
61
Properties=species:S:1:pos:R:3:mulliken_charge:R:1
C -0.457 3.705 0.271 -1.528
C 0.465 2.699 1.211 0.120
N 1.917 2.935 1.240 0.470
C 2.547 2.534 -0.035 -0.982
C 2.324 4.419 1.392 -0.467
C 1.919 5.180 2.634 -1.166
C 2.702 2.220 2.240 -0.672
C 2.547 0.584 2.192 -2.233
O 3.280 0.116 3.245 -0.437
C 3.171 -1.241 3.132 -0.936
H -0.461 4.818 0.428 0.334
H -1.428 3.499 0.290 0.589
H -0.089 3.638 -0.805 0.263
H 0.304 1.652 0.987 -0.194
H -0.047 2.806 2.225 0.291
H 2.207 1.482 -0.276 0.200
H 3.516 2.775 -0.110 0.501
H 2.141 3.378 -0.762 0.470
H 1.943 4.985 0.587 0.583
H 3.356 4.443 1.491 0.391
H 2.146 6.279 2.350 0.359
H 2.338 5.105 3.655 0.372
H 0.744 4.984 2.872 0.233
H 2.371 2.552 3.229 0.449
H 3.718 2.457 2.119 0.462
H 2.574 0.209 1.346 1.324
H 1.545 0.559 2.246 0.961
H 3.547 -1.797 3.847 0.495
H 3.694 -1.603 2.369 0.421
H 2.115 -1.489 3.220 0.311
Li 0.084 0.359 -3.616 0.887
N 0.056 -0.531 -1.413 1.279
O -0.288 0.593 -1.626 -0.770
O 0.517 -0.853 -0.260 -0.519
O 0.377 -1.289 -2.404 -0.836
C -2.401 0.241 1.337 -1.667
C -3.202 -0.757 0.392 0.287
C -3.157 -2.321 0.867 -0.012
O -4.382 -2.584 1.303 -0.326
C -5.243 -1.471 1.157 0.538
O -6.411 -1.554 1.502 -0.514
O -4.565 -0.452 0.567 -0.384
H -2.807 0.273 2.200 0.785
H -2.123 1.236 0.971 0.118
H -1.421 -0.042 1.583 0.428
H -3.063 -0.561 -0.602 0.421
H -2.294 -2.413 1.583 0.289
H -2.904 -2.912 -0.062 0.039
C -2.141 -3.903 -3.103 -1.111
C -1.332 -4.066 -4.394 0.356
C 0.146 -4.143 -4.126 -0.225
O 0.523 -5.474 -4.584 -0.323
C -0.654 -6.124 -4.887 0.517
O -0.787 -7.322 -5.175 -0.535
O -1.765 -5.275 -4.996 -0.364
H -1.939 -2.857 -2.543 0.057
H -1.961 -4.777 -2.407 0.341
H -3.215 -3.907 -3.327 0.419
H -1.437 -3.297 -5.077 0.408
H 0.348 -4.195 -2.943 0.162
H 0.790 -3.500 -4.747 0.270
```

Values from the calculation:
E_HOMO = -12.32 eV
charge = +1
spin multiplicity = 1
gap between HOMO and LUMO = 8.4 eV

***

Least stable of them? *i*.

***

*i*
The following is a DFT calculation (ωB97M-V/def2-TZVPD) of a 2-piece molecular cluster, C3H8NOP overall.

Geometry as XYZ:
```
14
Properties=species:S:1:pos:R:3:mulliken_charge:R:1
C 0.106 0.600 0.695 0.395
C -1.837 -0.873 1.144 -1.133
C -0.872 -0.227 0.079 -0.104
N 1.417 0.753 -1.285 -0.553
O 0.243 1.109 1.739 -0.323
P 3.050 1.145 -1.402 -0.116
H 0.940 1.543 -1.713 0.222
H -1.371 -1.613 1.829 0.340
H -2.542 -1.514 0.583 0.348
H -2.367 -0.112 1.730 0.309
H -1.551 0.429 -0.565 0.225
H -0.576 -1.001 -0.563 0.372
H 3.562 -0.266 -1.579 0.010
H 3.574 1.086 0.013 0.006
```

Values from the calculation:
E_HOMO (spin up / spin down) = -8.05 / -8.05 eV
spin multiplicity = 1
gap between HOMO and LUMO (spin up / spin down) = 7.7 / 7.7 eV

***

*ii*
The following is a DFT calculation (ωB97M-V/def2-TZVPD) of one molecule with the formula C3H8NOP.

Geometry as XYZ:
```
14
Properties=species:S:1:pos:R:3:mulliken_charge:R:1
C 3.291 -0.418 -0.062 -0.272
N 2.086 -0.386 0.304 -0.292
P 0.947 0.527 -0.571 -0.019
O -0.334 0.603 0.465 -0.243
C -1.430 -0.416 0.508 -0.261
C -2.494 0.168 -0.350 -0.832
H 4.008 -0.707 0.718 0.236
H 3.671 -0.213 -1.025 0.283
H 1.495 1.725 0.027 0.041
H -1.263 -1.381 0.160 0.298
H -1.578 -0.313 1.658 0.254
H -2.996 -0.651 -0.972 0.286
H -3.342 0.639 0.204 0.235
H -2.062 0.822 -1.063 0.287
```

Values from the calculation:
E_HOMO = -8.47 eV
spin multiplicity = 1
gap between HOMO and LUMO = 9.4 eV
SMILES = C=NPOCC

***

Least stable of them? *i*.